1.
{"formula": "C31H38ClN9ORe", "method": "wB97M-V/def2-TZVPD", "de_lowest_kcal_mol": 2.15, "s2": 0.863, "multiplicity": 2, "max_force_ev_per_a": 1.144, "orbital_gap_ev": [6.0, 6.5], "homo_ev": [-13.09, -13.08], "molar_mass_g_mol": 774.37, "charge": 2, "symbols": ["Re", "C", "N", "C", "C", "N", "C", "C", "C", "C", "C", "C", "C", "C", "C", "N", "C", "N", "C", "C", "N", "C", "C", "C", "N", "C", "C", "H", "H", "H", "H", "H", "H", "H", "H", "H", "H", "H", "H", "H", "H", "H", "H", "H", "H", "H", "H", "H", "H", "H", "H", "H", "H", "H", "H", "H", "H", "Cl", "C", "C", "C", "C", "C", "C", "C", "H", "H", "H", "H", "H", "H", "N", "C", "O", "C", "C", "N", "C", "N", "H", "H"], "coordinates": [[0.358, -0.912, -0.745], [2.163, -0.262, 3.219], [1.931, -1.666, 2.880], [2.382, -2.629, 3.885], [1.236, -2.022, 1.806], [0.330, -1.179, 1.238], [-0.487, -0.381, 2.098], [-0.981, -0.919, 3.253], [-1.587, -0.110, 4.234], [-1.646, 1.241, 4.053], [-1.207, 1.820, 2.836], [-1.289, 3.224, 2.639], [-0.936, 3.788, 1.451], [-0.591, 2.950, 0.372], [-0.517, 1.594, 0.530], [-0.434, 0.790, -0.647], [-1.537, 0.995, -1.536], [-3.693, 1.979, -1.082], [-5.115, 1.902, -0.723], [-3.332, 3.190, -1.818], [-0.657, 0.828, -3.662], [0.646, 0.397, -3.270], [-1.014, 0.828, -5.078], [-0.705, 0.993, 1.803], [1.460, -3.215, 1.220], [0.471, -3.811, 0.346], [2.772, -3.862, 1.219], [1.497, 0.058, 4.020], [2.017, 0.370, 2.339], [3.196, -0.168, 3.552], [2.081, -2.255, 4.863], [3.466, -2.741, 3.874], [1.909, -3.593, 3.724], [-0.857, -1.978, 3.439], [-1.975, -0.562, 5.134], [-2.056, 1.884, 4.816], [-1.637, 3.837, 3.457], [-0.966, 4.858, 1.316], [-0.389, 3.372, -0.603], [-5.467, 0.877, -0.826], [-5.661, 2.535, -1.418], [-5.290, 2.244, 0.294], [-3.510, 3.051, -2.884], [-2.293, 3.446, -1.654], [-3.959, 3.999, -1.448], [1.144, 1.087, -2.597], [1.277, 0.258, -4.146], [0.581, -0.653, -2.827], [-2.065, 1.083, -5.156], [-0.845, -0.159, -5.512], [-0.415, 1.565, -5.611], [0.537, -4.895, 0.421], [0.652, -3.565, -0.720], [-0.527, -3.494, 0.631], [3.533, -3.158, 1.541], [3.000, -4.171, 0.198], [2.790, -4.742, 1.860], [2.706, 1.793, 0.070], [3.433, 1.154, -1.393], [4.167, 2.011, -2.195], [4.698, 1.536, -3.385], [4.490, 0.212, -3.754], [3.767, -0.629, -2.922], [3.227, -0.174, -1.720], [2.452, -1.075, -0.812], [4.320, 3.034, -1.884], [5.280, 2.196, -4.012], [4.903, -0.167, -4.677], [3.633, -1.668, -3.198], [2.871, -1.044, 0.197], [2.563, -2.106, -1.194], [-3.069, -2.399, 0.548], [-2.554, -1.383, -0.146], [-1.556, -1.666, -0.917], [-3.148, -0.096, -0.007], [-2.855, 1.001, -0.850], [-1.621, 1.008, -2.811], [-4.063, 0.028, 1.078], [-4.741, 0.111, 2.003], [-3.924, -2.290, 1.074], [-2.771, -3.330, 0.314]], "mulliken_charge": [1.366, -0.835, 0.386, -1.241, -0.454, 1.322, -0.466, -0.430, -1.473, -0.839, 1.373, -1.065, -1.247, -0.175, -0.299, 0.416, -0.834, 0.168, -1.227, -0.877, 0.140, -1.545, -1.030, 0.194, 0.326, -1.177, -1.335, 0.330, 0.057, 0.522, 0.398, 0.405, 0.400, 0.669, 0.487, 0.506, 0.513, 0.524, 0.831, 0.455, 0.460, 0.353, 0.314, 0.247, 0.472, 0.642, 0.519, 0.520, 0.332, 0.345, 0.346, 0.513, 0.330, 0.171, 0.410, 0.466, 0.416, -0.191, 0.911, -0.521, -0.519, -0.824, -0.366, -0.546, -1.081, 0.492, 0.444, 0.437, 0.452, 0.620, 0.485, -0.233, 0.200, -0.920, 1.455, 0.555, -0.139, -0.782, -0.603, 0.221, 0.355]}


2.
{"formula": "C2H4ClFO2", "method": "wB97M-V/def2-TZVPD", "de_lowest_kcal_mol": 26.50, "multiplicity": 1, "max_force_ev_per_a": 6.033, "orbital_gap_ev": 11.3, "homo_ev": -10.68, "molar_mass_g_mol": 114.50, "charge": 0, "symbols": ["C", "O", "C", "O", "F", "Cl", "H", "H", "H", "H"], "coordinates": [[-1.338, 0.156, -0.679], [-0.174, 0.956, -0.418], [0.989, 0.140, 0.204], [0.570, -0.609, 1.231], [1.853, 1.037, 0.751], [1.777, -0.915, -1.046], [-0.904, -0.934, -0.697], [-1.644, 0.457, -1.579], [-2.083, 0.201, 0.124], [0.954, -0.490, 2.110]], "mulliken_charge": [-0.546, -0.321, 0.651, -0.467, -0.243, -0.135, 0.259, 0.270, 0.191, 0.338]}


3.
{"formula": "C20H19F3N4O2", "method": "wB97M-V/def2-TZVPD", "de_lowest_kcal_mol": 9.92, "multiplicity": 1, "max_force_ev_per_a": 2.866, "orbital_gap_ev": 8.9, "homo_ev": -8.47, "molar_mass_g_mol": 404.39, "charge": 0, "symbols": ["C", "C", "C", "C", "N", "C", "C", "C", "C", "O", "O", "N", "N", "C", "C", "C", "C", "C", "C", "C", "C", "F", "F", "F", "C", "C", "C", "C", "N", "H", "H", "H", "H", "H", "H", "H", "H", "H", "H", "H", "H", "H", "H", "H", "H", "H", "H", "H"], "coordinates": [[-0.692, 2.439, -4.609], [-0.710, 1.554, -3.384], [-1.357, 0.250, -3.498], [-1.425, -0.616, -2.429], [-2.081, -1.861, -2.596], [-3.197, -2.085, -3.513], [-3.875, -2.948, -2.432], [-2.673, -2.653, -1.489], [-1.879, -3.793, -0.880], [-2.229, -4.939, -1.152], [-0.742, -3.466, -0.215], [-0.794, -0.197, -1.259], [-0.722, -0.832, -0.044], [-0.064, 0.010, 0.738], [0.315, -0.401, 2.112], [-0.900, -0.272, 3.032], [1.533, 0.351, 2.627], [2.823, -0.198, 2.589], [3.932, 0.533, 3.028], [3.828, 1.853, 3.474], [5.076, 2.651, 3.847], [5.569, 2.173, 5.027], [6.025, 2.524, 2.858], [4.841, 3.996, 4.043], [2.569, 2.420, 3.495], [1.434, 1.700, 3.109], [0.288, 1.214, 0.024], [-0.178, 1.035, -1.237], [-0.141, 1.951, -2.259], [-0.240, 3.391, -4.367], [-1.705, 2.598, -4.962], [-0.102, 1.978, -5.393], [-1.760, 0.018, -4.500], [-3.824, -1.197, -3.751], [-2.963, -2.616, -4.437], [-4.019, -3.986, -2.771], [-4.795, -2.514, -2.055], [-2.989, -2.020, -0.669], [-0.671, -2.472, -0.251], [0.545, -1.441, 2.045], [-1.667, -0.940, 2.702], [-1.323, 0.735, 2.982], [-0.718, -0.568, 4.078], [2.988, -1.185, 2.164], [4.915, 0.044, 2.970], [2.492, 3.506, 3.690], [0.468, 2.165, 3.177], [0.797, 2.111, 0.340]], "mulliken_charge": [-1.313, 0.887, -0.966, 0.893, 0.107, -0.797, -0.536, -0.055, 0.450, -0.610, -0.510, 0.697, -1.230, -0.339, 0.663, -1.732, 0.575, -0.559, -0.707, 0.253, 0.796, -0.240, -0.248, -0.277, -0.668, -0.326, -0.414, -0.474, -0.739, 0.383, 0.354, 0.324, 0.409, 0.372, 0.314, 0.261, 0.262, 0.331, 0.724, 0.550, 0.466, 0.343, 0.374, 0.389, 0.323, 0.375, 0.308, 0.557]}


4.
{"formula": "C4H8N2O2", "method": "wB97M-V/def2-TZVPD", "de_lowest_kcal_mol": 30.59, "multiplicity": 1, "max_force_ev_per_a": 1.550, "orbital_gap_ev": 10.0, "homo_ev": -9.57, "molar_mass_g_mol": 116.12, "charge": 0, "symbols": ["N", "C", "O", "C", "C", "N", "C", "O", "H", "H", "H", "H", "H", "H", "H", "H"], "coordinates": [[1.210, 0.146, 1.813], [0.306, -0.816, 1.433], [0.360, -1.914, 1.930], [-0.761, -0.366, 0.477], [-0.239, 0.434, -0.742], [1.023, 0.038, -1.304], [-1.365, 0.454, -1.773], [-2.489, 0.740, -1.418], [1.899, -0.184, 2.470], [1.271, 1.124, 1.587], [-1.401, 0.291, 1.058], [-1.405, -1.182, 0.171], [-0.156, 1.483, -0.439], [1.086, -0.944, -1.520], [1.872, 0.391, -0.897], [-1.210, 0.305, -2.847]], "mulliken_charge": [-0.358, 0.395, -0.611, -0.641, 0.191, -0.569, -0.241, -0.483, 0.216, 0.199, 0.371, 0.391, 0.247, 0.213, 0.261, 0.417]}


5.
{"formula": "C28H25Br2Cl2N4NdO4", "method": "wB97M-V/def2-TZVPD", "s2": 3.753, "multiplicity": 4, "max_force_ev_per_a": 1.409, "orbital_gap_ev": [8.2, 8.2], "homo_ev": [-7.87, -7.87], "molar_mass_g_mol": 856.49, "charge": 0, "symbols": ["Nd", "N", "C", "C", "N", "H", "H", "H", "H", "H", "H", "H", "H", "Br", "C", "C", "C", "C", "C", "N", "C", "O", "O", "H", "H", "H", "Br", "C", "C", "C", "C", "C", "C", "H", "H", "H", "H", "Cl", "C", "C", "C", "C", "C", "Cl", "C", "N", "C", "C", "C", "C", "C", "C", "C", "C", "O", "O", "H", "H", "H", "H", "H", "H", "H", "H", "H", "H"], "coordinates": [[-0.942, 0.016, 0.114], [0.970, 0.319, 1.984], [0.444, 0.606, 3.335], [-0.584, 1.713, 3.270], [-1.731, 1.260, 2.468], [1.245, -0.654, 1.902], [1.794, 0.878, 1.793], [1.243, 0.867, 4.032], [-0.025, -0.306, 3.708], [-0.148, 2.592, 2.788], [-0.875, 2.008, 4.283], [-2.381, 2.018, 2.294], [-2.238, 0.560, 3.010], [-3.325, -0.640, 6.646], [-3.365, -1.858, 5.189], [-3.925, -3.112, 5.384], [-3.946, -3.974, 4.303], [-3.414, -3.566, 3.089], [-2.870, -2.300, 3.024], [-2.844, -1.446, 4.055], [-2.247, -1.742, 1.777], [-0.989, -1.827, 1.683], [-2.947, -1.130, 0.929], [-4.323, -3.394, 6.348], [-4.382, -4.959, 4.408], [-3.419, -4.209, 2.219], [-4.541, 5.603, -2.754], [-3.518, 4.184, -2.033], [-4.072, 3.361, -1.069], [-3.293, 2.320, -0.563], [-1.982, 2.058, -0.978], [-1.488, 2.928, -1.958], [-2.227, 3.981, -2.490], [-5.086, 3.524, -0.727], [-3.773, 1.680, 0.181], [-0.484, 2.807, -2.356], [-1.811, 4.630, -3.250], [5.940, -1.814, -0.849], [5.073, -0.322, -0.628], [5.636, 0.659, 0.168], [4.974, 1.861, 0.354], [3.732, 2.048, -0.230], [3.169, 1.033, -0.986], [1.554, 1.316, -1.560], [3.825, -0.173, -1.249], [3.286, -1.199, -2.004], [2.601, -1.072, -3.230], [3.029, -0.161, -4.186], [2.358, -0.046, -5.393], [1.271, -0.865, -5.666], [0.850, -1.775, -4.708], [1.492, -1.885, -3.481], [0.895, -2.767, -2.397], [0.207, -1.866, -1.407], [-0.959, -1.425, -1.693], [0.825, -1.450, -0.387], [6.600, 0.476, 0.621], [5.414, 2.643, 0.958], [3.176, 2.966, -0.091], [3.437, -2.128, -1.653], [3.897, 0.454, -3.975], [2.694, 0.676, -6.127], [0.747, -0.789, -6.610], [-0.019, -2.395, -4.897], [1.639, -3.373, -1.881], [0.152, -3.422, -2.848]], "mulliken_charge": [0.847, -0.200, -0.571, -0.709, -0.208, 0.239, 0.133, 0.433, 0.255, 0.364, 0.394, 0.261, 0.078, -0.150, 0.050, -0.458, -0.393, -0.621, 0.225, -0.209, 1.060, -0.614, -0.686, 0.416, 0.422, 0.453, -0.225, 0.248, -0.886, -0.174, 0.074, 0.047, -0.822, 0.394, 0.383, 0.249, 0.405, -0.228, 0.671, -0.597, -0.461, -0.900, 0.427, 0.148, -0.644, 0.060, -0.075, -0.096, -0.671, -0.684, -0.796, 0.676, -1.321, 1.105, -0.743, -0.522, 0.428, 0.414, 0.494, 0.355, 0.466, 0.408, 0.400, 0.352, 0.307, 0.524]}


Q: Which formula does entry 5 have?
A: C28H25Br2Cl2N4NdO4